The following is a quantum chemistry calculation of a molecular structure, C34H94MgN6O11 in a non-equilibrium geometry, from the Open Molecules 2025 dataset.

XYZ file:
```
146
Properties=species:S:1:pos:R:3:forces:R:3
Mg -6.185286 2.018563 19.788400 -0.3 1.7 2.8
C -3.150918 3.852320 21.710111 -0.1 -0.1 -0.4
C -4.249421 4.242018 20.670201 0.2 -0.5 0.1
O -4.609975 3.254908 19.780768 0.1 -1.0 -0.9
H -3.480494 3.014239 22.324181 -0.2 0.4 0.3
H -2.862046 4.694603 22.338767 -0.3 0.1 0.2
H -2.203165 3.480825 21.320421 0.0 0.2 -0.8
H -3.966951 5.120785 20.090489 0.5 0.5 0.2
H -5.154978 4.515154 21.211929 -0.1 0.4 0.6
C -9.967390 3.595414 20.085406 -0.3 0.1 -0.2
C -8.999224 3.206640 21.198526 1.4 -0.1 -1.3
O -7.866565 2.537075 20.684644 -0.6 0.0 0.5
H -9.595366 4.270046 19.314325 0.7 0.1 0.2
H -10.844950 4.108470 20.478787 -0.3 -0.2 0.2
H -10.277276 2.717483 19.518569 -0.2 -0.3 0.2
H -9.564517 2.650502 21.946358 -0.1 -0.6 0.1
H -8.705701 4.106672 21.738805 0.2 0.5 0.1
C -2.295502 0.402403 19.901254 -0.1 -0.5 0.3
C -2.808682 -0.958720 19.449192 0.0 -0.1 0.4
O -4.118492 -1.186022 19.956838 0.2 0.6 0.1
H -2.267748 0.574690 20.977191 -0.2 -0.6 0.3
H -3.003290 1.155724 19.555352 0.5 0.4 -0.4
H -1.251321 0.504022 19.605531 -0.2 0.5 -0.5
H -2.207037 -1.812812 19.760065 0.5 0.2 0.2
H -2.833267 -1.011866 18.360766 0.0 0.2 -0.3
H -4.251991 -2.136602 19.944109 -0.5 -0.8 -0.2
C -1.680318 3.107702 17.317977 1.6 0.1 0.3
C -2.918534 3.062258 16.506950 0.1 -1.5 0.3
O -3.742268 4.113161 16.841121 -0.9 1.0 -0.7
H -1.074773 3.964150 17.021479 0.1 0.1 0.1
H -1.075981 2.210026 17.187304 0.1 -0.1 -0.2
H -1.872880 3.173317 18.388821 -0.3 0.1 0.0
H -3.392242 2.118487 16.777145 -0.4 -0.4 -0.2
H -2.709521 2.985635 15.439927 -0.1 0.5 -0.1
H -4.043473 3.909585 17.729621 -0.4 0.1 1.0
C -10.896201 -0.440718 18.506768 -0.5 -0.3 0.8
C -9.587045 -0.897748 19.058507 0.6 0.0 0.2
O -8.715017 -1.042688 17.924477 0.1 -0.1 0.2
H -11.668414 -0.326682 19.267548 0.1 0.3 0.2
H -11.272005 -1.263079 17.897995 -0.1 0.4 -0.7
H -10.698140 0.504768 18.001874 -0.5 -0.2 -0.3
H -9.601983 -1.855939 19.577880 -0.4 -0.1 0.2
H -9.142549 -0.169143 19.736481 0.1 0.2 -0.1
H -9.192024 -1.650320 17.354520 0.2 -0.1 -0.4
C -12.314543 6.197561 14.638514 0.1 0.8 0.5
C -11.978547 6.318851 16.133360 0.2 -1.4 0.4
C -10.875238 5.283187 16.500029 -0.3 0.8 -0.3
O -11.408569 4.009385 16.256960 1.1 -2.1 -0.3
C -10.355457 3.005433 16.050682 -1.5 0.3 -0.9
N -11.584105 7.666700 16.507991 0.3 0.0 -0.3
H -11.574536 6.764460 14.073621 0.2 -0.1 -0.1
H -13.268201 6.697145 14.468070 -0.2 -0.1 -0.2
H -12.358424 5.169007 14.280369 0.0 0.1 0.2
H -12.847389 6.020089 16.719828 -0.3 -0.3 -0.1
H -10.533542 5.314103 17.534627 -0.1 0.5 0.2
H -10.019501 5.489564 15.857208 0.3 0.0 -0.2
H -9.795795 3.270704 15.153742 0.9 0.7 0.5
H -10.760671 2.074725 15.653605 -1.0 0.0 0.5
H -9.793984 2.716126 16.939030 0.2 0.6 0.1
H -12.285551 8.313467 16.176661 0.0 0.2 -0.1
H -11.586609 7.755814 17.514057 0.1 0.0 0.2
C -6.486460 -0.794416 22.415197 -0.2 1.2 0.6
C -5.937103 0.656429 22.634926 -1.6 -1.6 1.2
C -5.043229 0.766701 23.884184 -1.0 0.4 -0.2
O -4.671071 2.135159 24.063779 -0.7 -1.6 -1.3
C -4.049820 2.432532 25.252954 -0.5 1.9 0.7
N -5.241665 1.001569 21.446736 1.4 0.6 0.6
H -7.356735 -0.954429 23.051691 0.3 -0.4 0.3
H -5.678031 -1.509533 22.567374 -0.2 -0.3 0.1
H -6.877387 -0.892525 21.402448 0.2 0.1 -0.1
H -6.779266 1.326950 22.805962 -0.1 0.2 -0.2
H -4.158130 0.137126 23.792840 0.2 -0.2 0.1
H -5.676688 0.469077 24.719791 0.2 -0.3 0.4
H -4.111947 3.520463 25.227604 1.0 0.3 0.1
H -3.030806 2.063430 25.369047 0.0 -0.1 0.0
H -4.676941 2.280323 26.131391 0.0 -1.0 0.2
H -4.553570 1.618934 21.853537 0.4 1.0 -1.0
H -4.668051 0.187908 21.276337 0.1 -0.3 -0.8
C -6.873018 -3.666255 19.134715 -1.2 -1.4 -0.9
C -5.669745 -4.495952 18.654615 -0.4 0.9 1.5
C -5.231632 -4.223555 17.270008 0.3 1.1 -1.1
O -6.070203 -4.799870 16.325325 -1.4 0.0 -1.2
C -5.870638 -4.242372 15.023036 0.9 -0.4 0.0
N -4.667039 -3.938939 19.565691 1.1 -0.4 -0.1
H -7.757058 -3.887213 18.536589 -0.1 0.3 -0.3
H -6.658355 -2.597620 19.128387 0.0 -0.2 0.0
H -7.172619 -4.018206 20.121866 0.3 0.3 0.3
H -5.767449 -5.570159 18.811587 -0.4 -0.1 0.0
H -4.212926 -4.531869 17.034889 0.5 -0.3 0.4
H -5.227732 -3.139612 17.155320 0.0 0.3 -0.1
H -6.088027 -3.178918 14.923515 -0.2 0.2 0.5
H -6.393561 -4.751977 14.213738 -0.5 -0.4 0.6
H -4.821064 -4.384876 14.765769 0.3 0.2 -0.1
H -4.890759 -4.313208 20.476728 0.4 0.0 0.3
H -3.755359 -4.269728 19.283704 0.4 -0.3 0.3
C -5.835210 -0.574166 16.637355 0.7 0.0 -1.0
C -5.870793 0.654918 17.535378 0.1 -1.2 -0.4
C -6.761546 1.781434 17.009248 0.3 1.3 1.7
O -6.690397 2.769538 18.096143 -0.1 -0.9 -2.0
C -7.012575 4.102435 17.765077 0.5 -0.2 -0.5
N -6.347810 0.250358 18.856222 -1.1 -1.3 -0.6
H -5.835090 -0.272538 15.589924 0.0 -0.1 -0.2
H -6.628153 -1.309978 16.771198 -0.3 0.4 0.2
H -4.911074 -1.130933 16.792622 0.2 0.1 0.1
H -4.850984 0.945679 17.787482 0.2 0.8 -1.0
H -7.815355 1.511278 16.941410 0.0 -0.5 -0.1
H -6.469391 2.249455 16.069188 0.4 -0.2 0.0
H -6.216217 4.497361 17.134239 0.0 0.1 -0.2
H -7.008612 4.677512 18.691019 -0.5 -0.2 -0.1
H -7.936527 4.069276 17.187746 -0.3 0.6 0.3
H -7.139180 -0.324858 18.605276 -1.0 0.4 0.4
H -5.750352 -0.487776 19.200183 1.0 0.3 0.3
C -5.024497 9.087923 25.750938 -0.4 0.1 0.3
C -4.349425 7.716535 25.644836 -1.1 1.1 0.2
C -4.926436 6.898771 24.527053 0.7 -1.2 -1.4
O -6.332709 6.816112 24.424643 -0.3 0.6 0.2
C -6.771926 6.116872 23.249624 0.4 -0.3 1.0
N -2.903325 7.923428 25.516367 -0.8 0.0 -0.4
H -4.906326 9.764211 24.904310 0.4 -0.4 -0.3
H -4.643441 9.630751 26.615955 0.0 0.0 0.2
H -6.102306 8.984671 25.876498 0.0 -0.2 0.1
H -4.564515 7.166242 26.560813 -0.2 0.0 0.3
H -4.502616 5.904169 24.665781 -0.1 -0.7 0.1
H -4.483057 7.170038 23.568962 0.0 0.7 -0.2
H -7.841264 5.917324 23.318878 0.0 0.3 0.2
H -6.273313 5.147912 23.274171 0.1 -0.2 -0.6
H -6.581379 6.667383 22.328361 0.3 0.0 0.0
H -2.410728 7.086430 25.793648 0.2 0.1 0.2
H -2.758866 8.669952 26.181161 0.9 -0.1 0.1
C -7.392283 7.433005 19.278862 0.6 0.7 0.9
C -7.561447 8.956033 19.601576 -0.6 0.6 -0.2
C -6.475283 9.875061 18.997402 0.0 0.1 0.7
O -6.772121 11.287233 19.233940 -0.3 -0.3 -0.5
C -6.140424 12.188862 18.317383 0.8 -0.8 -0.1
N -8.848926 9.354185 19.000405 0.4 -0.3 -0.6
H -6.553609 6.903051 19.730388 0.4 0.5 0.2
H -7.241285 7.303130 18.207210 -0.4 0.0 -0.2
H -8.236156 6.851662 19.650367 -0.4 0.3 -0.3
H -7.709519 9.269993 20.634820 0.6 -0.8 0.4
H -6.483373 9.644939 17.931993 0.4 0.2 -0.3
H -5.526104 9.656077 19.486492 0.3 0.0 -0.4
H -6.441863 12.049272 17.279239 -0.4 -0.3 -0.1
H -5.062950 12.024073 18.319811 0.3 -0.1 0.1
H -6.257772 13.250109 18.536619 -0.6 -0.3 0.6
H -8.765744 8.950980 18.078115 -0.7 -0.2 -0.6
H -8.715614 10.335166 18.800423 -0.5 0.6 0.2
```
Forces are in eV/Å.

Calculated values
Frontier orbital gap = 7.664 eV
Energy above the lowest of the compared OMol25 structures with the same formula, charge and spin = 0.00 kcal per mole
Electronic energy = -2707.958720 a.u.
Total charge = 0